1.
DFT (ωB97M-V with the def2-TZVPD basis set) results for a molecular structure, C27H35MoN2O2PS3Si at a distorted geometry.

CARTESIAN COORDINATES (ANGSTROEM)
Mo -0.0785 1.1681 0.1892
S 1.7304 5.3690 0.8503
C 1.0673 3.9425 0.3990
S 2.0096 2.4890 0.0971
S -0.6268 3.6769 0.0895
N 1.8801 0.0735 2.4879
P 1.4261 -0.5517 0.9633
C 0.7355 -2.1944 1.3232
C -0.5237 -2.5078 0.8256
C -1.1032 -3.7382 1.1138
C -0.4224 -4.6499 1.9049
C 0.8411 -4.3410 2.4032
C 1.4211 -3.1185 2.1104
C 3.0467 -0.9308 0.2375
C 4.1318 -0.0868 0.4739
C 5.3748 -0.3828 -0.0723
C 5.5359 -1.5125 -0.8591
C 4.4537 -2.3485 -1.1068
C 3.2133 -2.0628 -0.5610
C 1.0831 1.0272 3.0600
C 1.3449 1.5552 4.3241
C 0.4612 2.4583 4.8577
C -0.6859 2.8025 4.1472
C -0.8635 2.2657 2.8989
N 0.0195 1.4131 2.3293
H 2.7164 -0.2055 2.9760
H -1.0416 -1.7799 0.2111
H -2.0843 -3.9811 0.7255
H -0.8730 -5.6072 2.1346
H 1.3717 -5.0588 3.0157
H 2.4137 -2.8898 2.4836
H 4.0023 0.8134 1.0612
H 6.2130 0.2763 0.1143
H 6.5059 -1.7430 -1.2819
H 4.5765 -3.2265 -1.7283
H 2.3708 -2.7104 -0.7615
H 2.2373 1.2489 4.8528
H 0.6549 2.8924 5.8308
H -1.4173 3.4929 4.5406
H -1.7203 2.5180 2.2973
C -3.7615 -0.6896 -0.4410
C -3.2703 0.3542 0.5568
C -4.1801 1.5757 0.5169
C -3.2418 -0.2459 1.9599
O -1.9735 0.7624 0.1799
H -4.7972 -0.9693 -0.2354
H -3.1440 -1.5897 -0.3927
H -3.7021 -0.2876 -1.4529
H -5.1798 1.3314 0.8837
H -4.2622 1.9531 -0.5048
H -3.7648 2.3734 1.1369
H -4.2114 -0.6841 2.2068
H -3.0136 0.5150 2.7093
H -2.4802 -1.0281 2.0208
C -1.4440 2.3444 -4.7673
Si -0.7041 0.7954 -4.0702
C -1.9418 -0.5823 -3.9870
C 0.8047 0.2639 -5.0052
C -0.0997 1.2593 -2.3309
H -1.7158 2.2214 -5.8194
H -0.7349 3.1733 -4.6954
H -2.3447 2.6258 -4.2149
H -2.2310 -0.8923 -4.9956
H -2.8469 -0.2824 -3.4555
H -1.5085 -1.4461 -3.4763
H 0.5583 -0.0181 -6.0329
H 1.2558 -0.5980 -4.5072
H 1.5469 1.0657 -5.0426
H 0.7341 1.9545 -2.4663
H -0.8945 1.8202 -1.8200
O 0.7747 -0.9947 -1.9075
C 0.3757 0.0646 -1.5082

Output
Total charge   0
LUMO level (alpha / beta)   0.1 / -0.4 eV
Spin multiplicity   3
E_HOMO (alpha / beta)   -7.04 / -7.24 eV

Atomic partial charges in e from the Mulliken method, atoms 1 to 5: Mo -1.415; S -0.244; C 0.268; S -0.195; S -0.269

2.
DFT (ωB97M-V with the def2-TZVPD basis set) results for C27H35N3O7 in the gas phase.

CARTESIAN COORDINATES (ANGSTROEM)
C -0.8106 -1.2780 -3.5402
H -0.2489 -1.3541 -4.4752
H -1.7417 -1.8345 -3.6339
O -0.1107 -1.8903 -2.4729
C 1.1304 -1.4331 -2.1597
C 1.7754 -0.3741 -2.7892
C 3.0361 0.0167 -2.3665
C 3.6883 -0.6255 -1.3234
C 3.0443 -1.7048 -0.7173
C 1.7850 -2.0986 -1.1198
H 1.2882 -2.9354 -0.6527
H 3.5433 -2.2466 0.0727
C 5.0329 -0.1547 -0.8525
H 5.7329 -0.9911 -0.8028
H 5.4281 0.5828 -1.5520
C 5.0245 0.4934 0.5562
N 4.7750 -0.4872 1.5980
C 5.7016 -1.4164 1.9472
O 6.7352 -1.5733 1.3377
C 5.2986 -2.2416 3.1526
H 5.3239 -1.6190 4.0448
H 6.0004 -3.0610 3.2754
H 4.2933 -2.6384 3.0305
H 3.9851 -0.3308 2.2034
C 4.0002 1.6242 0.6400
O 4.3074 2.7946 0.6090
N 2.7280 1.1843 0.8014
H 2.5384 0.2225 0.5497
C 1.5853 2.0794 0.7440
C 1.2954 2.4953 -0.7040
C -0.0230 3.2580 -0.8033
N -1.0889 2.4542 -0.2388
C -1.7752 1.6165 -1.0581
O -1.6399 1.6325 -2.2694
C -2.7520 0.7032 -0.3857
C -3.9448 1.2087 0.1040
C -4.8896 0.3637 0.6792
C -4.6334 -1.0136 0.7496
C -3.4109 -1.5122 0.2553
C -2.4784 -0.6542 -0.3085
H -1.5533 -1.0327 -0.7087
O -3.2465 -2.8552 0.3757
C -2.0214 -3.4178 -0.0287
H -1.1889 -3.0260 0.5657
H -1.8166 -3.2444 -1.0890
H -2.1192 -4.4873 0.1510
O -5.4494 -1.9570 1.3025
C -6.8487 -1.7824 1.2689
H -7.2647 -2.7665 1.4846
H -7.1884 -1.0688 2.0228
H -7.1886 -1.4533 0.2837
O -6.0696 0.8176 1.2092
C -6.3965 2.1774 1.0631
H -6.4299 2.4749 0.0105
H -5.6957 2.8223 1.6032
H -7.3889 2.2846 1.4990
H -4.1270 2.2683 0.0314
C -0.8978 2.1912 1.1675
H -1.7582 1.6509 1.5636
C 0.3797 1.3684 1.3616
H 0.5508 1.1903 2.4240
H 0.2462 0.4023 0.8664
H -0.8093 3.1499 1.6880
H -0.2674 3.4576 -1.8474
H 0.0289 4.2018 -0.2539
H 2.1189 3.1064 -1.0727
H 1.2244 1.5983 -1.3222
H 1.8463 2.9691 1.3280
H 6.0217 0.9251 0.7129
H 3.5170 0.8478 -2.8614
H 1.3024 0.1564 -3.5999
H -1.0395 -0.2305 -3.3236

Output
Total charge   0
LUMO level   0.5 eV
E_HOMO   -8.18 eV
SMILES string   COc1ccc(C[C@H](NC(C)=O)C(=O)NC2CCN(C(=O)c3cc(OC)c(OC)c(OC)c3)CC2)cc1

Atomic partial charges in e from the natural (NBO) method, atoms 1 to 5: C -0.274; H 0.175; H 0.199; O -0.511; C 0.289